Here is a cluster of 2 separate species, C6H16NS in total in a non-equilibrium geometry from OMol25. Energies are from ωB97M-V/def2-TZVPD.

Its charge is -1. The energy relative to the best compared isomer or geometry (same formula, charge and spin) comes out at 3.51 kcal/mol. The calculation puts the total energy at -691.1762 Ha. The multiplicity is 1. The value obtained for the HOMO-LUMO gap is 0.250 hartree. As for the HOMO energy: -2.68 eV. As for the LUMO energy: 4.1 eV.

The geometry in XYZ format:
```
24
Properties=species:S:1:pos:R:3:nbo_charge:R:1
C -0.61994 2.60663 -0.91916 -0.610
C -0.68531 -0.84715 -2.70216 -0.621
C -1.26488 0.45673 -2.12508 -0.404
C -0.16847 1.49115 -1.90018 -0.412
H -1.53859 3.09203 -1.28636 0.175
H 0.15928 3.36789 -0.79423 0.190
H -0.82919 2.13889 0.06665 0.237
H -1.46542 -1.56758 -2.91700 0.187
H -0.01863 -1.25347 -1.91271 0.251
H -0.09635 -0.68565 -3.62707 0.174
H -1.69256 0.22515 -1.14306 0.232
H -2.03443 0.86370 -2.80092 0.167
H 0.68745 0.97535 -1.40987 0.240
H 0.15860 1.91970 -2.83344 0.168
C 1.51296 -1.15511 3.03705 -0.224
C 1.05004 -1.73688 1.69013 -0.536
S 0.08007 -0.50401 0.77651 -0.728
N 0.41426 -0.73372 3.91899 -0.863
H 2.16006 -0.29230 2.81808 0.179
H 2.11787 -1.89492 3.59037 0.152
H 0.46837 -2.64188 1.84440 0.167
H 1.94225 -2.03575 1.08240 0.173
H -0.11568 -1.55715 4.23312 0.327
H -0.22174 -0.23163 3.31352 0.381
```